# 1
Density functional theory data (the ωB97M-V functional and the def2-TZVPD basis) for 3 unconnected molecules or ions with the total composition C5H13N2O.

Lowest unoccupied orbital energy (alpha / beta), eV: 6.61 / 6.46
Charge: -2
Spin multiplicity: 2
Energy above the lowest of the compared OMol25 structures with the same formula, charge and spin, kcal per mole: 65.3

```
21
Properties=species:S:1:pos:R:3:forces:R:3:mulliken_charge:R:1
N -2.78974 0.96562 -0.50262 -0.4 0.0 -0.1 -0.874
C -1.73668 0.41061 0.35405 0.4 -0.3 -0.1 0.540
C -0.44102 1.27678 0.26853 -1.3 -2.3 1.4 -1.313
C -1.56971 -1.08267 0.04870 0.3 -0.7 -0.5 -0.785
N -2.89613 -1.68596 -0.09451 0.4 0.0 0.4 -0.942
C 2.93241 0.04407 0.72843 1.4 1.5 -0.4 -0.807
C 3.60143 -0.12339 -0.52615 1.1 0.0 0.1 -0.115
O 4.30733 -1.02979 -1.01009 -0.1 -0.3 0.4 -0.592
H -2.36883 1.05994 -1.42584 0.0 0.0 0.0 0.276
H -3.41554 0.14289 -0.60676 0.1 0.2 0.0 0.484
H -2.10355 0.37923 1.39571 -0.1 0.5 -0.2 0.117
H -0.78575 2.26386 0.55076 0.6 0.6 -0.5 0.366
H 0.11471 1.04667 -0.63857 -0.1 0.7 -0.3 0.379
H 0.16706 0.82926 1.06373 0.3 0.5 -0.1 0.209
H -0.95214 -1.20833 -0.87601 0.0 0.4 0.1 0.202
H -0.89015 -1.52958 0.83132 -0.5 0.3 -0.1 0.238
H -2.72345 -2.69024 -0.16071 -0.2 0.0 -0.1 0.030
H 2.86334 1.13435 0.83513 -0.8 0.0 0.0 0.195
H 3.39664 -0.28207 1.66004 -0.2 -1.1 -0.2 0.295
H 3.60365 0.80608 -1.15667 -0.7 -0.1 0.1 0.212
H 1.68611 -0.72734 -0.73846 -0.3 0.0 -0.1 -0.117
```
Positions in Å, forces in eV/Å.

=====

# 2
Density functional theory data (the ωB97M-V functional and the def2-TZVPD basis) for a single C5H13N2O molecule.

Lowest unoccupied orbital energy (alpha / beta), eV: 0.87 / 0.71
Spin multiplicity: 2
Energy above the lowest of the compared OMol25 structures with the same formula, charge and spin, kcal per mole: 59.5

```
21
Properties=species:S:1:pos:R:3:forces:R:3:mulliken_charge:R:1
O 1.24592 -0.13427 1.39901 0.5 -0.2 0.2 -0.688
C 1.33480 -0.43061 0.20904 -1.0 0.5 2.5 0.333
N 2.55142 -0.74919 -0.30872 -1.9 -0.1 -0.9 -0.106
C 2.74341 -0.85759 -1.74680 1.1 -0.1 -0.1 -0.996
C 0.01378 -0.35028 -0.55878 2.4 -0.1 -2.8 -1.787
N -0.96421 0.64789 -0.06452 1.6 -1.1 -0.3 -0.532
C -1.49015 0.40535 1.33007 0.0 -0.6 -0.2 -0.147
C -2.95543 0.78648 1.37439 0.5 0.4 0.7 -1.324
H 3.24884 -0.71792 0.41568 0.4 0.0 -0.4 0.287
H 3.69670 -1.36911 -1.96980 -0.4 0.3 0.2 0.304
H 1.95974 -1.47288 -2.18845 0.0 0.1 0.0 0.296
H 2.77164 0.13189 -2.23871 -0.1 -0.4 0.2 0.400
H 0.44929 0.05881 -1.50763 -1.1 0.3 0.1 0.391
H -0.44235 -1.27322 -0.92512 -0.1 -0.1 0.8 0.015
H -1.68912 0.64447 -0.82281 -0.3 0.2 0.2 0.841
H -0.37410 1.54543 -0.19105 -0.6 0.4 0.3 1.032
H -1.28209 -0.63717 1.63178 -0.1 0.6 -0.4 0.258
H -0.87308 1.04120 1.97632 -0.4 -0.2 -0.1 0.136
H -2.93401 1.85244 1.20907 -0.6 0.6 0.4 0.473
H -3.37747 0.47811 2.32985 0.1 0.5 0.2 0.337
H -3.63354 0.40017 0.64716 0.1 -0.7 -0.9 0.478
```
Positions in Å, forces in eV/Å.

=====

# 3
Density functional theory data (the ωB97M-V functional and the def2-TZVPD basis) for 2 unconnected molecules or ions with the total composition C5H13N2O.

Lowest unoccupied orbital energy, eV: -7.56
Charge: +1
Energy above the lowest of the compared OMol25 structures with the same formula, charge and spin, kcal per mole: 214.8

```
21
Properties=species:S:1:pos:R:3:forces:R:3:mulliken_charge:R:1
C 1.76851 -2.07010 -0.08732 0.1 1.1 0.2 -0.540
O 2.55156 -1.08742 0.57320 0.0 0.4 0.2 -0.512
C 0.37394 -1.50150 -0.26144 -0.9 -0.2 1.0 -0.818
C 0.25684 -0.15403 -1.01996 -0.3 0.7 -2.1 -0.730
C -0.37089 1.08786 -0.29860 1.1 -4.9 3.3 0.737
C -1.77274 1.06243 -0.35979 -2.1 -2.6 -2.5 -0.771
N -2.76093 1.06230 0.57229 4.0 2.9 -1.1 -0.264
N 0.28475 1.30642 0.95234 -2.9 2.8 -2.6 -0.269
H 2.16885 -2.24798 -1.08229 0.2 -0.4 -0.1 0.334
H 1.71668 -2.97908 0.49700 0.0 -0.4 0.0 0.351
H 3.47678 -1.34123 0.67976 -0.3 -0.2 -0.2 0.313
H -0.21840 -1.42428 0.66020 0.7 0.1 0.4 0.412
H -0.19821 -2.30181 -0.75306 0.1 0.4 -0.5 0.415
H 1.21210 0.20764 -1.42056 0.0 -0.6 -0.2 0.416
H -0.43687 -0.47769 -1.83657 0.7 1.2 0.1 0.449
H -2.05070 0.90947 -1.41061 -0.3 0.2 0.2 0.388
H -3.64206 1.40302 0.14359 0.3 -0.3 0.4 0.325
H -1.00603 2.92225 1.13780 -1.0 -0.7 0.7 0.311
H -1.96753 1.90477 0.98380 -1.7 1.3 1.9 -0.078
H -0.43428 1.75461 1.60003 1.3 -0.2 0.2 0.192
H 1.04865 1.96434 0.73018 1.0 -0.8 0.8 0.339
```
Positions in Å, forces in eV/Å.

=====

# 4
Density functional theory data (the ωB97M-V functional and the def2-TZVPD basis) for 2 unconnected molecules or ions with the total composition C5H13N2O.

Lowest unoccupied orbital energy, eV: -3.65
Charge: +1
Energy above the lowest of the compared OMol25 structures with the same formula, charge and spin, kcal per mole: 50.2

```
21
Properties=species:S:1:pos:R:3:forces:R:3:mulliken_charge:R:1
C 0.94507 0.50486 1.08052 -0.3 -0.1 -2.0 -0.735
N 0.12492 0.91725 2.18023 -0.6 -0.3 2.8 -0.163
C -1.14874 1.18714 2.17819 0.0 0.8 0.0 0.220
N -1.87135 1.37810 3.27861 1.0 -0.8 -0.3 -0.325
H 2.02837 0.58973 1.31289 -1.0 0.0 -0.1 0.317
H 0.65697 1.23725 0.27234 0.8 -1.1 0.3 0.233
H 0.67425 -0.54902 0.77839 0.5 1.4 0.3 0.335
H 0.51461 0.81903 3.12371 0.1 0.0 -0.5 0.266
H -1.62222 1.37367 1.22771 -0.1 0.0 -0.2 0.350
H -1.56144 0.95770 4.14380 -0.1 0.3 0.1 0.230
H -2.80142 1.73471 3.23819 -0.5 0.0 -0.1 0.256
C -0.71903 -0.88967 -3.22542 -0.5 0.6 0.8 -1.091
C 0.44825 -0.43830 -2.39158 1.6 -0.6 1.2 0.074
C 1.11391 -1.31223 -1.58768 -1.5 0.6 -0.1 -0.371
O 2.24064 -0.98597 -0.79496 -0.3 -2.5 -1.0 -0.491
H -0.51694 -0.86626 -4.28258 0.3 0.0 -0.4 0.294
H -1.05839 -1.89425 -2.95826 0.2 0.1 0.0 0.337
H -1.56427 -0.20604 -3.06358 0.1 -0.2 -0.1 0.280
H 0.81342 0.61881 -2.42311 -0.3 -1.0 -0.3 0.360
H 0.59877 -2.29862 -1.36544 1.2 0.9 -0.5 0.254
H 2.70465 -1.87791 -0.72196 -0.5 1.9 0.1 0.371
```
Positions in Å, forces in eV/Å.

=====

# 5
Density functional theory data (the ωB97M-V functional and the def2-TZVPD basis) for a gas-phase ion, C5H13N2O (charge +1).

Lowest unoccupied orbital energy, eV: -2.92
Charge: +1
Energy above the lowest of the compared OMol25 structures with the same formula, charge and spin, kcal per mole: 54.9

```
21
Properties=species:S:1:pos:R:3:forces:R:3:mulliken_charge:R:1
C -2.04766 0.39456 2.40175 1.6 1.7 -0.2 -0.308
N -0.93509 0.68264 1.83500 -1.2 -1.1 0.2 -0.402
C 0.08804 -0.34796 1.76420 1.4 0.9 0.1 -0.884
C 0.45121 -0.83075 0.35957 -0.9 0.6 0.6 -0.557
C 0.85854 0.27882 -0.60560 -0.8 0.9 0.1 0.011
N -0.42841 1.07629 -0.87806 -1.2 0.2 -0.5 -0.408
C 1.35863 -0.29424 -1.93962 0.4 -1.7 0.7 -0.746
O 0.19098 -0.58411 -2.71599 0.6 0.7 -0.1 -0.537
H -2.64008 1.26694 2.63247 -0.8 -0.2 -0.3 0.280
H -2.29131 -0.56269 2.79989 -0.2 -0.8 0.3 0.294
H 0.05589 -1.23661 2.39189 -1.1 0.0 0.3 0.528
H 0.95663 0.19633 2.19254 0.0 -0.4 -0.4 0.321
H -0.46696 -1.24521 -0.13102 0.9 -0.5 0.5 0.238
H 1.21959 -1.57486 0.62040 -0.1 0.1 -1.2 0.384
H 1.38504 1.13829 -0.19544 1.3 -0.8 0.3 0.602
H -0.87736 1.49463 0.00145 0.8 -1.1 -0.7 0.359
H -0.32702 1.82947 -1.56903 0.5 -0.1 0.2 0.361
H -1.06003 0.43256 -1.37092 -0.3 0.1 0.4 0.351
H 2.20921 0.24051 -2.34689 -0.6 1.0 -0.9 0.427
H 1.85588 -1.26574 -1.74939 -0.3 0.3 0.5 0.360
H 0.44427 -1.08886 -3.49720 -0.1 0.0 0.0 0.329
```
Positions in Å, forces in eV/Å.

=====

# 6
Density functional theory data (the ωB97M-V functional and the def2-TZVPD basis) for a gas-phase ion, C5H13N2O (charge +1).

Lowest unoccupied orbital energy, eV: -2.73
Charge: +1
Energy above the lowest of the compared OMol25 structures with the same formula, charge and spin, kcal per mole: 69.1

```
21
Properties=species:S:1:pos:R:3:forces:R:3:mulliken_charge:R:1
C 1.84349 0.65351 1.14125 -0.2 -0.9 0.5 -1.302
C 1.42888 0.14044 -0.26018 1.2 -2.1 3.1 -0.327
O 1.84429 -1.23953 -0.41459 0.4 0.1 1.8 -0.558
C 0.02634 0.33754 -0.51088 -3.1 -3.5 2.4 0.676
N -0.32835 1.47273 -1.05343 -1.9 0.8 -0.4 -0.331
N -0.69153 -1.11203 -1.09469 3.4 -2.0 2.6 -0.326
C -1.02369 -0.57485 0.27900 3.6 0.4 -2.1 -0.020
C -2.35954 -0.12678 0.56460 -0.7 1.8 -0.2 -1.308
H 2.81789 0.14287 1.26597 -0.3 0.8 0.6 0.403
H 1.13965 0.34705 1.92425 0.2 -0.7 -0.2 0.361
H 1.88089 1.71046 1.40001 0.5 0.2 -1.1 0.379
H 1.95484 0.66577 -0.93533 1.9 2.0 -2.7 0.489
H 2.41073 -1.49606 0.38155 -1.1 0.5 -1.7 0.375
H 0.26498 1.87653 -1.73888 0.4 0.4 -0.7 0.274
H -1.31202 1.43546 -1.28196 0.0 1.1 -0.1 0.210
H -0.05537 -1.95920 -1.05512 -0.7 1.5 0.0 0.284
H -1.39315 -1.29949 -1.71863 -2.5 0.1 -2.0 0.219
H -0.63386 -1.15615 1.09531 0.7 -0.3 -0.1 0.526
H -2.13924 0.73688 1.20012 -0.6 0.3 0.0 0.341
H -2.92495 -0.79960 1.22759 -0.2 0.0 -1.1 0.362
H -2.75026 0.24442 -0.41598 -0.9 -0.4 1.2 0.274
```
Positions in Å, forces in eV/Å.

=====

# 7
Density functional theory data (the ωB97M-V functional and the def2-TZVPD basis) for 2 unconnected molecules or ions with the total composition C5H13N2O.

Lowest unoccupied orbital energy (alpha / beta), eV: -2.80 / -5.63
Charge: +1
Spin multiplicity: 3
Energy above the lowest of the compared OMol25 structures with the same formula, charge and spin, kcal per mole: 58.6

```
21
Properties=species:S:1:pos:R:3:forces:R:3:mulliken_charge:R:1
C -0.01971 -0.14209 -0.20426 -0.2 -1.3 -0.4 0.606
C -0.50921 -2.41188 -1.19245 -0.2 -1.3 -1.0 -1.005
C -1.45295 0.63421 2.18220 0.0 -0.6 -1.7 -0.772
C -0.02530 2.19691 0.92314 -0.6 0.6 -2.2 -0.993
C 2.18515 -0.41018 -1.28496 0.3 0.1 2.0 -0.830
N -0.72737 -1.22898 -0.38598 -0.2 0.1 0.5 -0.099
N -1.01543 1.21534 0.97197 0.7 0.0 0.7 -0.091
O 1.17149 0.25694 -0.46077 -1.3 -0.6 -0.5 -0.294
H 0.07103 -2.13247 -2.02766 0.8 0.3 -1.0 0.375
H 0.00800 -3.26158 -0.73535 -0.2 0.4 0.5 0.338
H -1.43534 -2.80766 -1.65845 0.2 0.5 0.7 0.335
H -1.12507 -0.41419 2.08437 -0.9 -0.1 0.5 0.297
H -2.47798 0.86385 2.37998 -1.0 -0.6 0.0 0.286
H -0.93163 1.05934 2.95442 1.4 1.1 2.3 0.360
H -0.47575 3.11759 0.97293 -1.4 2.7 0.8 0.460
H 0.39138 2.29465 -0.07222 0.3 -0.5 -0.2 0.319
H 0.76362 2.23382 1.61107 1.0 -0.7 1.5 0.413
H 1.97624 -0.22449 -2.29898 0.0 0.3 -1.2 0.350
H 2.15291 -1.44180 -1.01570 0.2 -0.8 -0.2 0.412
H 3.07328 0.04686 -0.85055 0.2 -0.2 -0.8 0.254
H -1.62069 -1.26539 0.13779 0.8 0.5 -0.5 0.280
```
Positions in Å, forces in eV/Å.

=====

# 8
Density functional theory data (the ωB97M-V functional and the def2-TZVPD basis) for a gas-phase ion, C5H13N2O (charge +2).

Lowest unoccupied orbital energy (alpha / beta), eV: -8.16 / -11.60
Charge: +2
Spin multiplicity: 2
Energy above the lowest of the compared OMol25 structures with the same formula, charge and spin, kcal per mole: 30.6

```
21
Properties=species:S:1:pos:R:3:forces:R:3:mulliken_charge:R:1
C 1.33809 -0.63907 1.42060 -1.4 -0.4 2.3 -0.836
O 1.62248 0.41137 2.31496 0.4 1.0 0.3 -0.585
C 1.10085 0.05766 0.06244 0.2 -1.5 0.8 0.095
C 0.14847 -0.85109 -0.82438 1.7 1.5 -0.8 -0.889
C -1.21809 -0.31275 -1.12994 -0.1 -0.5 -2.7 0.961
C -2.05992 0.28402 -0.19948 -0.6 -1.5 2.7 -1.047
N -1.67512 -0.41502 -2.40621 -1.1 0.2 2.2 -0.243
N 0.61775 1.44330 0.35157 -0.7 1.1 -0.2 -0.280
H 0.47747 -1.20604 1.86325 -0.1 0.6 -0.9 0.341
H 2.08184 -1.41387 1.44355 0.9 0.0 -0.8 0.470
H 1.91115 0.24636 3.23009 -0.1 -0.6 -0.6 0.366
H 2.12163 0.15549 -0.35190 -0.8 0.1 -0.3 0.398
H 0.10095 -1.82681 -0.33721 -0.4 0.0 -0.1 0.472
H 0.68798 -0.98215 -1.78730 -0.5 -0.2 0.5 0.402
H -1.77133 0.18926 0.86432 0.5 0.4 -0.6 0.323
H -3.13560 0.42299 -0.14365 -0.1 0.4 -1.3 0.394
H -1.24604 -0.62086 -3.29272 1.1 -0.4 0.0 0.277
H -2.68744 -0.39056 -2.48617 -0.1 0.5 -0.2 0.291
H 1.28775 2.12434 -0.00703 -0.2 0.2 -0.5 0.406
H 0.65005 1.64697 1.36831 0.2 -0.7 0.3 0.355
H -0.35293 1.67645 0.04688 1.1 -0.1 -0.1 0.329
```
Positions in Å, forces in eV/Å.